No. 1
{
  "formula": "C2H5NO4",
  "method": "wB97M-V/def2-TZVPD",
  "charge": 0,
  "relative_energy_kcal_mol": 21.77,
  "energy_ha": -434.95941,
  "homo_ev": -11.2219,
  "molar_mass_g_mol": 107.1,
  "orbital_gap_ev": 11.23,
  "smiles": "O=CNC(=O)O.O",
  "species": ["O", "C", "N", "C", "O", "O", "H", "H", "H", "H", "H", "O"],
  "xyz": [[-1.7117, 1.3889, 2.0246], [-1.0252, 1.0712, 1.0815], [-0.1749, -0.0088, 1.0874], [0.3654, -0.5746, 2.2700], [-0.4030, -0.4885, 3.3475], [1.4310, -1.1312, 2.2486], [-1.0272, 1.6177, 0.1277], [0.3517, -0.1813, 0.2476], [-1.1198, 0.1609, 3.1694], [0.8560, -1.2657, -5.5660], [1.1365, -0.1717, -4.5624], [1.3213, -0.4170, -5.4759]],
  "forces_ev_per_angstrom": [[-0.08, 0.21, 0.17], [0.07, -0.45, -0.19], [-0.18, 0.64, 0.04], [0.59, -0.85, 0.18], [0.09, 0.35, -0.24], [-0.57, 0.22, -0.12], [-0.11, -0.05, 0.02], [0.28, -0.01, 0.09], [-0.09, -0.05, 0.05], [0.27, 0.38, -0.12], [0.11, 0.12, -0.08], [-0.38, -0.51, 0.19]]
}

No. 2
{
  "formula": "C2H5NO4",
  "method": "wB97M-V/def2-TZVPD",
  "charge": 0,
  "relative_energy_kcal_mol": 55.07,
  "energy_ha": -434.90635,
  "homo_ev": -10.9218,
  "molar_mass_g_mol": 107.1,
  "orbital_gap_ev": 11.30,
  "smiles": "O=CNC(=O)O.O",
  "species": ["O", "C", "N", "C", "O", "O", "H", "H", "H", "H", "H", "O"],
  "xyz": [[-2.4356, -0.1842, -0.9108], [-1.2784, 0.0522, -0.7674], [-0.4751, 0.0527, 0.4453], [-1.0632, -0.7759, 1.5536], [-2.1774, -0.1236, 2.1052], [-0.6400, -1.8577, 1.8773], [-0.8309, 0.5414, -1.7017], [0.4862, -0.1627, 0.3666], [-2.9132, -0.2524, 1.5400], [3.1609, 1.2438, -1.6481], [4.4047, 0.5626, -1.7763], [3.7619, 0.9038, -1.0837]],
  "forces_ev_per_angstrom": [[-1.00, -0.94, 1.37], [1.95, 2.12, -0.69], [-3.19, -1.53, 0.21], [-0.65, 0.06, -0.80], [2.90, -0.95, 0.63], [-0.51, 2.29, -0.23], [0.75, -0.72, 1.40], [1.14, -0.19, -0.66], [-1.35, -0.15, -1.24], [-3.66, 2.12, -2.55], [-0.70, 0.35, 1.67], [4.33, -2.47, 0.87]]
}

No. 3
{
  "formula": "C2H5NOS",
  "method": "wB97M-V/def2-TZVPD",
  "charge": 0,
  "relative_energy_kcal_mol": 75.95,
  "energy_ha": -607.28578,
  "homo_ev": -9.1112,
  "molar_mass_g_mol": 91.1,
  "orbital_gap_ev": 9.75,
  "species": ["C", "C", "N", "O", "S", "H", "H", "H", "H", "H"],
  "xyz": [[-0.3737, 0.7543, 1.3421], [-1.8915, -0.2475, -0.5303], [-0.9217, 0.3269, 0.4137], [1.7046, -0.5696, 0.1792], [3.1919, 0.1717, -0.0729], [1.6383, -0.9163, 1.0558], [-2.3330, -0.9514, 0.1078], [-1.4460, -0.7521, -1.3748], [-2.4600, 0.6189, -0.8990], [2.8911, 1.5651, -0.2215]],
  "forces_ev_per_angstrom": [[0.11, 0.23, 0.22], [1.66, 1.94, 0.46], [-0.67, -0.29, -1.02], [0.82, 0.59, -1.69], [-0.36, 0.92, -0.07], [0.17, 0.08, 1.16], [-1.68, -0.91, 0.25], [0.55, 0.01, -0.02], [-0.39, -0.76, 0.28], [-0.20, -1.79, 0.44]]
}

No. 4
{
  "formula": "C2H5NOS",
  "method": "wB97M-V/def2-TZVPD",
  "charge": 0,
  "relative_energy_kcal_mol": 134.72,
  "energy_ha": -607.19213,
  "homo_ev": [-7.3980, -8.9027],
  "molar_mass_g_mol": 91.1,
  "orbital_gap_ev": [7.23, 8.06],
  "species": ["C", "C", "N", "O", "S", "H", "H", "H", "H", "H"],
  "xyz": [[-0.9747, 0.5803, 0.8751], [0.6835, -1.1591, -0.4137], [3.1239, -0.4730, 0.4005], [3.6321, 0.4608, -0.1199], [-0.6610, -1.2255, 0.6005], [-0.6906, 1.3030, 0.0872], [-0.3752, 0.7297, 1.8085], [-1.9330, 0.6068, 1.1245], [0.7732, -2.1879, -0.8253], [1.6978, -0.6202, -0.2991]],
  "forces_ev_per_angstrom": [[4.78, -0.86, 0.61], [1.22, -1.35, -0.65], [2.70, 2.74, -0.80], [-1.29, -2.46, 1.41], [0.00, 1.57, -0.54], [-0.14, -0.89, 0.23], [-0.52, 0.59, -0.85], [-4.26, 0.56, 0.94], [0.43, 0.83, -0.02], [-2.92, -0.73, -0.33]]
}

No. 5
{
  "formula": "C2H5NOS",
  "method": "wB97M-V/def2-TZVPD",
  "charge": 0,
  "relative_energy_kcal_mol": 96.07,
  "energy_ha": -607.25373,
  "homo_ev": -8.5573,
  "molar_mass_g_mol": 91.1,
  "orbital_gap_ev": 8.62,
  "species": ["C", "C", "H", "H", "H", "H", "H", "N", "O", "S"],
  "xyz": [[0.5030, 0.5892, -1.3604], [0.0149, -0.3953, 0.5598], [-0.1778, 0.6914, -2.2566], [0.9851, 1.6314, -1.0561], [1.3736, -0.2546, -1.5325], [-1.9689, 0.1067, 1.4330], [-0.8204, -0.8107, 2.4129], [-0.9828, -0.9381, 1.3115], [-0.5128, 0.0208, -0.4309], [1.5862, -0.6409, 0.9192]],
  "forces_ev_per_angstrom": [[0.52, -0.47, -2.14], [2.02, -3.51, 6.25], [1.31, 0.21, 0.65], [-1.29, -2.47, -0.18], [-2.37, 2.40, 0.41], [3.20, -3.83, -1.06], [0.37, -1.09, -3.27], [-4.82, 3.86, 6.64], [0.03, 4.83, -7.91], [1.04, 0.08, 0.61]]
}

No. 6
{
  "formula": "C2H5NOS",
  "method": "wB97M-V/def2-TZVPD",
  "charge": 0,
  "relative_energy_kcal_mol": 69.48,
  "energy_ha": -607.29609,
  "homo_ev": -8.4324,
  "molar_mass_g_mol": 91.1,
  "orbital_gap_ev": 9.10,
  "smiles": "CONC=S",
  "species": ["C", "C", "H", "H", "H", "H", "H", "N", "O", "S"],
  "xyz": [[1.4833, 0.3302, 1.3185], [-1.1257, -0.0767, -0.2062], [1.4026, 1.1509, 0.5490], [1.0146, 0.5956, 2.3163], [2.4776, -0.0473, 1.5448], [-0.9513, -0.9192, 1.7222], [-2.1598, 0.0024, 0.0622], [-0.5279, -0.5733, 0.8377], [0.8527, -0.8147, 0.8187], [-0.4410, 0.5142, -1.5801]],
  "forces_ev_per_angstrom": [[-0.08, 0.89, 0.81], [-0.17, 0.95, -0.70], [0.42, -0.64, 1.06], [0.48, 0.11, -1.11], [0.34, 0.60, -0.29], [0.17, 0.47, -1.30], [-0.94, 0.09, -0.43], [1.72, -1.58, 1.84], [-1.62, -0.61, -0.10], [-0.32, -0.27, 0.21]]
}

No. 7
{
  "formula": "C2H5NOS",
  "method": "wB97M-V/def2-TZVPD",
  "charge": 0,
  "relative_energy_kcal_mol": 74.54,
  "energy_ha": -607.28803,
  "homo_ev": -9.1416,
  "molar_mass_g_mol": 91.1,
  "orbital_gap_ev": 9.09,
  "smiles": "NC(=O)CS",
  "species": ["C", "C", "H", "H", "H", "H", "H", "N", "O", "S"],
  "xyz": [[0.3229, -0.7838, -0.1322], [-0.0363, 0.5271, -0.7656], [-0.2444, 0.0191, 1.5709], [-0.6714, -2.0508, 1.2069], [0.7058, 0.8704, -1.3171], [-0.8223, 0.0132, -1.5180], [0.9232, 2.4901, 0.3104], [-0.2613, -0.9743, 1.0232], [0.5422, -1.7923, -0.9172], [-0.4584, 1.6813, 0.5387]],
  "forces_ev_per_angstrom": [[-1.35, -5.23, -4.34], [-3.20, -3.07, 0.80], [-0.75, -3.41, -0.55], [1.94, 4.25, -0.14], [3.25, 1.75, -2.65], [1.06, 2.15, 1.78], [-3.30, -1.68, 0.75], [-0.93, -1.24, 3.41], [0.47, 3.14, 2.18], [2.82, 3.33, -1.24]]
}

No. 8
{
  "formula": "C2H5NOS",
  "method": "wB97M-V/def2-TZVPD",
  "charge": 0,
  "relative_energy_kcal_mol": 107.06,
  "energy_ha": -607.23621,
  "homo_ev": -8.8946,
  "molar_mass_g_mol": 91.1,
  "orbital_gap_ev": 9.30,
  "smiles": "O/N=C\\CS",
  "species": ["C", "C", "H", "H", "H", "H", "H", "N", "O", "S"],
  "xyz": [[0.6976, 0.7484, 0.1913], [-0.6569, 0.8226, -0.3151], [1.2324, -1.6410, -0.5104], [1.3475, 1.5786, 0.4346], [0.3745, 0.2880, 1.2090], [-1.1597, 1.7813, -0.7372], [-1.5394, -1.8911, 0.6049], [-1.4771, -0.1112, -0.5243], [-0.7759, -1.2011, -0.0104], [1.9568, -0.3746, -0.3422]],
  "forces_ev_per_angstrom": [[-0.34, -1.88, 3.98], [-1.91, 4.59, -3.90], [1.14, 2.35, 0.37], [-0.86, 0.94, -0.31], [0.94, 0.92, -0.85], [1.43, -1.15, 0.87], [3.25, 3.29, -3.19], [0.34, -0.68, 1.44], [-3.90, -5.58, 3.08], [-0.09, -2.80, -1.50]]
}

No. 9
{
  "formula": "C2H5NOS2",
  "method": "wB97M-V/def2-TZVPD",
  "charge": 0,
  "relative_energy_kcal_mol": 26.89,
  "energy_ha": -1005.53094,
  "homo_ev": -9.5462,
  "molar_mass_g_mol": 123.2,
  "orbital_gap_ev": 9.96,
  "smiles": "O=CN(S)CS",
  "species": ["C", "C", "N", "O", "S", "S", "H", "H", "H", "H", "H"],
  "xyz": [[-0.2480, -0.6142, 1.6242], [-0.3423, 1.0617, -0.3203], [-0.3317, -0.3592, 0.2776], [-0.3463, 0.2687, 2.4368], [1.1425, 1.3638, -1.3317], [-0.2697, -1.6670, -0.7462], [-0.1637, -1.6430, 1.8415], [-1.2019, 1.1976, -1.1204], [-0.2795, 1.6523, 0.6478], [1.1611, 0.1735, -1.9206], [0.8795, -1.4342, -1.3886]],
  "forces_ev_per_angstrom": [[-0.43, 2.42, -0.38], [-0.80, -1.47, 0.28], [0.17, 1.43, -1.44], [0.17, 0.00, 0.54], [0.48, 0.54, 0.60], [-0.72, -0.92, -0.75], [0.25, -1.52, 0.37], [1.17, -0.32, 2.53], [-0.55, -0.03, -1.67], [-0.10, 0.05, -0.33], [0.36, -0.20, 0.25]]
}

No. 10
{
  "formula": "C2H5NOSn",
  "method": "wB97M-V/def2-TZVPD",
  "charge": 2,
  "relative_energy_kcal_mol": 2.99,
  "energy_ha": -422.77225,
  "homo_ev": -18.7738,
  "molar_mass_g_mol": 177.8,
  "orbital_gap_ev": 6.35,
  "species": ["Sn", "O", "C", "N", "C", "H", "H", "H", "H", "H"],
  "xyz": [[-2.8033, 2.5838, 1.4382], [-0.9449, 0.7920, 0.5991], [-0.1915, -0.0717, 0.0583], [-0.7037, -1.0779, -0.6397], [1.2997, 0.0355, 0.1502], [-1.6883, -1.0143, -0.8487], [-0.0349, -1.5809, -1.2047], [1.8373, -0.8434, -0.1964], [1.6495, 0.3068, 1.1437], [1.5802, 0.8700, -0.4999]],
  "forces_ev_per_angstrom": [[1.78, -1.73, -0.78], [-1.69, 1.84, 1.01], [0.17, -0.67, -0.29], [0.56, 1.34, 0.44], [0.06, 0.52, -0.08], [0.01, -0.56, -0.28], [-0.48, -0.50, -0.13], [-0.21, -0.13, 0.03], [-0.23, -0.10, 0.11], [0.03, 0.00, -0.03]]
}